(1)
DFT (ωB97M-V/def2-TZVPD) results for 15 unconnected molecules or ions with the total composition H28NO17 at a distorted geometry.

The geometry in XYZ format:
```
46
Properties=species:S:1:pos:R:3:mulliken_charge:R:1
O 3.339 -0.322 1.117 -0.683
O -0.888 -3.374 -0.755 -0.630
O -1.243 -2.156 2.217 -0.738
O 2.932 -0.451 -1.695 -0.669
O -2.305 2.479 2.295 -0.663
O 1.111 -3.166 1.716 -0.687
O 0.278 0.395 -1.335 -0.760
O 2.721 2.211 -1.625 -0.664
O 0.687 -0.737 0.494 0.282
O -1.524 -1.813 -3.144 -0.559
O -1.470 2.526 -2.040 -0.648
O -1.817 0.123 3.334 -0.793
O 0.771 0.224 3.073 -0.701
O -3.827 0.721 0.104 -0.687
O -0.265 0.783 -4.589 -0.595
O -1.087 0.482 0.283 -0.314
O 1.504 2.095 1.151 -0.633
N -0.025 0.047 -0.174 0.281
H -0.799 0.219 -5.126 0.295
H -1.546 -2.799 -0.396 0.335
H -0.367 -2.558 2.133 0.449
H 1.773 2.457 -1.775 0.295
H 3.639 0.439 0.629 0.382
H 1.218 -4.066 1.348 0.265
H -1.114 -1.223 2.196 0.313
H -1.345 1.568 -1.849 0.320
H 0.972 -2.504 1.029 0.413
H 2.300 2.185 1.686 0.253
H -1.693 2.645 2.973 0.342
H -2.855 0.520 0.115 0.446
H 3.427 -1.238 -1.632 0.281
H 2.412 -0.429 0.850 0.145
H 1.498 2.480 0.283 0.249
H -1.908 -1.089 -2.738 0.314
H -0.385 -2.780 -1.331 0.269
H 1.655 -0.042 3.172 0.337
H 2.090 -0.579 -1.247 0.230
H -0.056 0.247 -3.836 0.311
H -2.066 -2.340 -3.686 0.236
H -1.825 0.909 2.770 0.320
H -1.728 2.473 1.537 0.355
H -0.677 2.826 -2.473 0.288
H -4.242 0.436 0.947 0.318
H 0.843 0.833 2.342 0.229
H 2.776 1.295 -1.842 0.421
H -0.886 0.053 3.494 0.451
```

Properties
* lowest unoccupied orbital energy: 0.092 Eh
* energy relative to the best compared isomer or geometry (same formula, charge and spin): 126.9 kJ/mol
* HOMO: -0.241 hartree
* multiplicity: 1
* net charge: -1

(2)
DFT (ωB97M-V/def2-TZVPD) results for 14 unconnected molecules or ions with the total composition H28O14 at a distorted geometry.

The geometry in XYZ format:
```
42
Properties=species:S:1:pos:R:3:mulliken_charge:R:1
O -3.068 -1.009 -0.060 -0.638
O -1.465 1.273 -3.345 -0.635
O 1.814 -1.062 2.008 -0.768
O 2.244 0.017 -1.788 -0.663
O -1.680 -1.553 -2.207 -0.611
O 1.002 1.873 1.865 -0.561
O 3.430 1.007 1.206 -0.723
O -0.959 1.936 -0.553 -0.612
O -3.702 1.774 0.588 -0.669
O 2.542 -2.706 -0.112 -0.666
O 0.273 -0.609 -0.152 0.926
O -0.687 -2.759 1.093 -0.678
O -1.491 0.254 2.437 -0.548
O 1.449 2.660 -0.968 -0.600
H 1.757 1.769 -0.909 0.283
H -0.392 -2.031 0.512 0.050
H -0.373 0.080 0.063 -0.033
H -3.837 1.668 -0.386 0.303
H 3.065 0.199 1.705 0.448
H -1.343 1.321 -2.384 0.330
H 3.862 0.590 0.447 0.307
H 3.394 -2.603 -0.527 0.318
H 1.284 2.216 2.671 0.277
H 1.836 -2.635 -0.796 0.254
H 1.790 1.433 1.497 0.264
H -3.892 -0.890 -0.571 0.280
H 0.773 -0.626 0.667 0.163
H 1.541 -0.553 -1.431 0.048
H -0.031 2.221 -0.658 0.343
H -1.024 -2.214 -2.045 0.300
H 1.928 2.989 -1.728 0.242
H -2.371 1.486 -3.551 0.284
H -3.045 1.118 0.789 0.293
H -0.960 -0.444 2.742 0.229
H -1.345 2.579 0.027 0.282
H -2.131 -1.586 -1.328 0.332
H -3.302 -1.475 0.780 0.282
H -1.518 -3.022 0.632 0.272
H 2.181 -0.374 -2.662 0.332
H 2.037 -1.644 1.255 0.414
H 1.273 -1.583 2.642 0.266
H -0.860 0.914 2.535 0.284
```

Properties
* lowest unoccupied orbital energy: -0.005 Eh
* energy relative to the best compared isomer or geometry (same formula, charge and spin): 153.1 kJ/mol
* HOMO: -0.372 hartree
* multiplicity: 1

(3)
DFT (ωB97M-V/def2-TZVPD) results for 14 unconnected molecules or ions with the total composition H28O14 at a distorted geometry.

The geometry in XYZ format:
```
42
Properties=species:S:1:pos:R:3:mulliken_charge:R:1
O -1.684 -5.697 -0.353 -0.689
O -7.839 -7.824 -1.578 -0.616
O -4.082 -7.257 -0.123 -0.561
O -6.542 -2.817 -0.659 -0.716
O -6.652 -8.975 0.841 -0.631
O -9.302 -3.619 0.488 -0.640
O -5.100 -7.807 -3.008 -0.549
O -2.334 -7.148 -2.835 -0.558
O -6.014 -5.574 -1.493 0.546
O -3.399 -3.772 -2.026 -0.626
O -7.637 -5.739 -3.548 -0.670
O -5.967 -3.136 -3.432 -0.616
O -7.474 -5.731 0.774 -0.645
O -4.675 -5.547 -4.618 -0.663
H -5.464 -5.006 -4.796 0.312
H -7.734 -8.169 -0.720 0.245
H -6.817 -5.592 1.463 0.277
H -4.148 -8.247 0.014 0.319
H -3.220 -7.514 -2.709 0.308
H -8.441 -7.089 -1.447 0.328
H -6.676 -2.799 -4.009 0.298
H -5.920 -7.781 -2.540 0.206
H -8.565 -4.230 0.398 0.326
H -2.034 -7.361 -3.734 0.287
H -7.643 -6.699 -3.604 0.347
H -6.382 -2.911 -2.573 0.324
H -5.150 -5.911 -1.402 -0.143
H -6.177 -8.162 1.162 0.323
H -2.891 -4.065 -2.792 0.325
H -6.566 -6.018 -0.828 0.235
H -1.642 -5.973 -1.253 0.328
H -2.515 -5.286 -0.146 0.315
H -4.912 -6.123 -3.878 0.368
H -9.978 -3.733 -0.193 0.306
H -5.115 -8.632 -3.410 0.192
H -6.703 -9.570 1.568 0.292
H -4.280 -3.884 -2.382 0.279
H -6.495 -3.769 -0.544 0.244
H -3.230 -6.948 -0.428 0.224
H -7.941 -6.535 1.047 0.283
H -7.093 -5.552 -2.800 0.178
H -5.673 -2.465 -0.465 0.305
```

Properties
* lowest unoccupied orbital energy: -0.024 Eh
* energy relative to the best compared isomer or geometry (same formula, charge and spin): 136.1 kJ/mol
* HOMO: -0.376 hartree
* multiplicity: 1

(4)
DFT (ωB97M-V/def2-TZVPD) results for 14 unconnected molecules or ions with the total composition H28O14 at a distorted geometry.

The geometry in XYZ format:
```
42
Properties=species:S:1:pos:R:3:mulliken_charge:R:1
O 1.259 4.692 0.579 -0.585
O 0.904 0.723 -2.859 -0.502
O 4.661 0.775 2.045 -0.640
O -2.819 -1.076 3.267 -0.635
O 2.663 -1.616 3.231 -0.613
O 0.188 0.752 -0.265 -0.543
O -1.881 -3.593 -0.195 -0.676
O -0.307 -1.542 0.200 -0.645
O -3.687 1.826 0.956 -0.625
O -0.594 3.617 -0.975 -0.576
O -4.215 -0.331 0.362 -0.651
O -3.213 -1.258 -3.138 -0.623
O 3.256 -0.326 -1.216 -0.632
O 4.275 -2.214 -1.861 -0.512
H 2.775 -0.771 3.622 0.322
H 2.716 -0.500 -1.993 0.227
H 4.867 -2.997 -1.874 0.269
H -4.679 1.831 0.783 0.281
H -4.636 0.121 -0.394 0.325
H 3.062 -2.146 3.946 0.298
H 3.845 1.050 1.687 0.301
H 0.802 -0.075 -0.169 0.344
H -1.233 -1.376 0.320 0.310
H -3.456 1.025 1.376 0.373
H 0.616 4.233 1.054 0.273
H 3.967 -2.310 -2.720 0.264
H -3.628 -0.431 -3.079 0.288
H -1.237 -3.648 0.608 0.352
H -4.849 -0.095 1.020 0.307
H -2.361 -0.225 3.293 0.325
H -0.201 -2.502 -0.180 0.252
H 4.750 -0.242 1.908 0.338
H 1.824 0.885 -2.681 0.280
H -2.568 -1.363 -2.337 0.335
H -2.200 -1.851 3.143 0.307
H -1.420 -3.762 -1.024 0.320
H 0.828 1.073 -3.761 0.267
H -1.378 4.192 -1.006 0.303
H 3.748 0.499 -1.523 0.335
H -0.624 0.246 -0.116 0.267
H -0.668 3.469 0.042 0.260
H 0.848 5.239 -0.079 0.333
```

Properties
* lowest unoccupied orbital energy: -0.003 Eh
* energy relative to the best compared isomer or geometry (same formula, charge and spin): 678.0 kJ/mol
* HOMO: -0.356 hartree
* multiplicity: 1

(5)
DFT (ωB97M-V/def2-TZVPD) results for 14 unconnected molecules or ions with the total composition H28O14 at a distorted geometry.

The geometry in XYZ format:
```
42
Properties=species:S:1:pos:R:3:mulliken_charge:R:1
O 10.506 5.350 -12.379 -0.640
O 9.833 6.845 -14.694 -0.624
O 14.775 4.183 -17.412 -0.577
O 14.901 5.743 -13.269 -0.648
O 9.748 4.497 -16.956 -0.699
O 12.475 7.584 -16.174 -0.686
O 14.367 1.782 -15.415 -0.489
O 13.953 1.354 -12.734 -0.704
O 11.082 1.836 -14.078 -0.605
O 9.536 1.860 -16.410 -0.683
O 12.316 5.399 -18.274 -0.670
O 12.460 1.727 -17.547 -0.595
O 12.912 3.674 -12.166 -0.603
O 12.295 4.333 -14.956 0.112
H 14.366 0.832 -15.301 0.374
H 12.029 6.738 -16.145 0.326
H 15.194 3.620 -18.064 0.278
H 15.199 1.971 -15.848 0.182
H 13.361 4.402 -12.596 0.320
H 10.680 6.437 -14.513 0.320
H 12.853 2.097 -16.757 0.357
H 10.529 2.113 -13.348 0.237
H 13.263 3.669 -11.275 0.278
H 14.321 6.300 -12.751 0.306
H 9.293 6.625 -13.935 0.271
H 12.952 0.922 -17.706 0.251
H 9.376 5.352 -16.741 0.302
H 15.170 5.044 -17.549 0.294
H 10.689 4.603 -16.819 0.356
H 13.372 2.061 -12.454 0.410
H 11.818 8.212 -15.874 0.311
H 9.837 2.664 -16.833 0.356
H 10.195 5.192 -11.487 0.258
H 13.835 1.308 -13.683 0.228
H 11.929 3.547 -14.551 0.020
H 11.100 4.622 -12.558 0.299
H 11.284 0.919 -13.892 0.284
H 12.011 4.544 -18.579 0.318
H 15.281 6.332 -13.921 0.304
H 10.177 1.699 -15.718 0.380
H 13.222 4.128 -15.082 0.133
H 13.150 5.215 -17.841 0.357
```

Properties
* lowest unoccupied orbital energy: -0.011 Eh
* energy relative to the best compared isomer or geometry (same formula, charge and spin): 170.4 kJ/mol
* HOMO: -0.347 hartree
* multiplicity: 1

(6)
DFT (ωB97M-V/def2-TZVPD) results for a molecular structure, H28O14 at a distorted geometry.

The geometry in XYZ format:
```
42
Properties=species:S:1:pos:R:3:mulliken_charge:R:1
O 33.226 35.794 32.179 -0.594
O 31.404 33.316 31.697 -0.660
O 34.871 31.063 33.376 -0.771
O 34.485 31.188 29.528 -0.881
O 32.477 30.671 31.611 -0.558
O 35.468 33.488 32.484 -0.986
O 33.697 33.681 29.002 -0.785
O 31.621 31.152 33.595 -1.009
O 33.613 33.036 31.396 0.049
O 35.545 34.248 29.978 -0.530
O 34.851 30.096 31.481 -0.954
O 34.479 33.024 34.239 -0.670
O 32.202 33.065 33.625 -0.779
O 36.028 31.923 31.193 -0.597
H 35.826 31.126 33.365 0.411
H 34.534 30.580 32.243 0.118
H 35.705 31.034 31.339 0.565
H 34.262 32.886 35.161 0.439
H 32.059 33.855 34.148 0.327
H 36.476 34.044 30.066 0.233
H 33.641 33.229 33.823 0.340
H 31.962 33.321 32.734 0.335
H 34.477 33.350 31.660 0.700
H 35.363 29.376 31.850 0.334
H 34.581 31.880 33.781 0.391
H 34.986 31.877 29.964 0.684
H 35.814 32.796 31.922 0.387
H 34.713 30.389 30.004 0.394
H 35.162 33.031 33.267 0.524
H 33.900 33.996 29.883 0.465
H 33.380 30.483 31.356 0.455
H 33.163 35.637 33.121 0.304
H 31.978 29.914 31.305 0.337
H 31.271 34.055 31.103 0.435
H 35.421 34.407 29.042 0.312
H 32.888 34.992 31.780 0.378
H 31.987 30.972 32.730 0.289
H 31.763 32.090 33.726 0.591
H 32.306 33.040 31.539 -0.127
H 36.957 31.811 30.991 0.198
H 33.529 32.180 31.816 -0.423
H 33.362 32.794 29.136 0.329
```

Properties
* lowest unoccupied orbital energy: -0.018 Eh
* energy relative to the best compared isomer or geometry (same formula, charge and spin): 1645.8 kJ/mol
* HOMO: -0.312 hartree
* multiplicity: 1